(1)
ORCA calculation (the ωB97M-V functional and the def2-TZVPD basis) on C5H7NO2 in the gas phase.

Last column: Löwdin spin population.
Element x y z (Å)
N1 0.521 -0.092 -1.590  0.265
C1 1.225 1.541 -0.252  0.202
O1 -0.608 -1.700 -0.123  0.095
H1 -1.565 -1.724 1.790  0.001
C2 -1.741 -1.624 0.712  0.018
C3 0.114 -0.411 -0.258  0.524
H2 1.415 1.576 -2.431  0.047
H3 -2.352 -2.609 0.560  0.003
C4 0.534 0.641 0.563  0.211
O2 0.381 0.624 1.928  0.060
H4 0.582 -0.596 -2.404  0.011
H5 0.666 1.449 2.329  0.001
H6 1.752 2.398 0.159  0.008
H7 -2.196 -0.518 0.536  0.003
C5 1.271 1.046 -1.519  0.550

Values from the calculation:
ΔE to the lowest compared entry with this formula, charge and spin = 53.8 kcal/mol
DFT total energy = -10877.292 eV
HOMO energy (alpha / beta) = -4.0 / -8.7 eV
2S+1 = 3

---

(2)
ORCA calculation (the ωB97M-V functional and the def2-TZVPD basis) on a 6-piece molecular cluster, C32H39BN5O3 overall.

Last column: Löwdin charge in e.
Element x y z (Å)
C1 1.672 1.277 1.038  -0.159
H1 -4.528 -1.155 -9.381  0.097
C2 3.057 -0.462 4.378  -0.316
H2 1.709 5.567 2.294  0.104
O1 1.075 -1.664 9.307  -0.039
B1 1.842 -1.110 2.160  -0.530
N1 2.916 4.681 0.874  0.065
C3 1.634 -6.086 3.523  -0.146
N2 2.694 -5.289 3.778  0.080
C4 1.272 -7.164 4.315  -0.096
H3 3.657 0.016 6.533  0.109
H4 -7.278 2.780 -8.421  0.096
H5 4.271 -4.931 5.059  0.103
C5 3.594 4.873 -0.279  -0.142
H6 4.195 6.177 -1.880  0.097
H7 1.120 -2.049 6.099  0.127
H8 1.006 1.481 0.087  0.044
H9 -1.406 -0.587 -2.820  0.094
O2 3.320 -2.141 8.591  -0.042
C6 -1.747 1.804 -1.653  -0.169
H10 -1.963 0.654 1.394  0.105
C7 -6.642 1.916 -8.596  -0.163
H11 0.211 -1.411 -6.724  0.101
H12 1.135 -0.280 6.757  0.115
H13 2.101 0.240 4.239  0.075
C8 -3.897 2.362 -0.790  -0.089
C9 2.244 5.746 1.365  -0.143
C10 1.778 -1.274 6.678  -0.115
C11 2.045 -7.447 5.436  -0.103
C12 -1.518 -0.701 -3.892  -0.069
H14 3.768 -6.840 6.590  0.095
C13 2.929 7.156 -0.429  -0.093
C14 -5.114 -0.277 -9.136  -0.077
C15 3.145 -6.645 5.724  -0.088
H15 2.161 -0.616 -0.157  0.082
H16 2.454 2.142 1.129  0.040
H17 -4.237 1.676 1.230  0.099
C16 3.203 -0.915 5.946  -0.234
N3 -6.904 1.230 -9.729  0.040
C17 -2.285 1.158 0.487  -0.125
C18 -4.868 0.451 -7.977  -0.074
H18 0.408 -7.769 4.063  0.091
C19 -2.753 -0.529 -4.496  -0.128
H19 0.553 -1.169 -4.259  0.113
H20 0.103 -0.612 2.978  0.078
H21 3.996 0.122 3.952  0.094
H22 -5.477 2.160 -6.804  0.099
C20 -6.132 0.148 -9.974  -0.163
H23 3.619 -0.103 1.054  0.096
H24 -3.632 -0.279 -3.910  0.106
O3 0.376 -1.383 2.364  -0.089
H25 2.934 8.117 -0.935  0.099
H26 -4.077 0.149 -7.296  0.047
H27 -3.225 2.893 -2.774  0.098
N4 -1.377 1.182 -0.512  0.073
C21 -0.615 -1.160 -6.069  -0.072
H28 2.312 -2.642 3.894  -0.011
H29 -2.083 -1.055 -7.646  0.099
H30 0.664 -0.738 9.236  0.117
C22 2.219 6.990 0.756  -0.086
H31 0.984 1.319 2.003  0.062
H32 1.661 7.809 1.194  0.096
C23 -3.546 1.727 0.396  -0.076
C24 -0.430 -1.024 -4.697  -0.061
H33 -4.876 2.821 -0.898  0.100
H34 1.793 -8.284 6.079  0.095
C25 -2.982 2.405 -1.837  -0.087
C26 -5.644 1.571 -7.698  -0.073
C27 2.440 -0.203 0.903  -0.175
H35 -6.361 -0.385 -10.892  0.096
C28 2.852 -1.751 3.331  -0.184
C29 2.097 -1.725 8.250  -0.295
H36 -1.000 1.808 -2.441  0.101
H37 1.064 -5.827 2.635  0.103
C30 -1.888 -0.964 -6.581  -0.149
H38 3.985 -1.802 6.045  0.118
N5 -2.963 -0.652 -5.825  0.029
C31 3.631 6.079 -0.959  -0.085
C32 3.425 -5.587 4.875  -0.141
H39 4.123 4.002 -0.653  0.106

Values from the calculation:
ΔE to the lowest compared entry with this formula, charge and spin = 98.0 kcal/mol
DFT total energy = -48080.160 eV
HOMO energy = -1.4 eV
Total charge = -1